147
Properties=species:S:1:pos:R:3 method="wB97M-V/def2-TZVPD" e_tot_ev=-170625.7129 homo_lumo_gap_ev=2.56 total_charge=-1
C 10.02415 0.03275 -0.41739
C 9.20454 1.36481 -0.72466
C 7.79272 1.05700 -1.37963
C 6.67425 0.93507 -0.28758
C 5.21452 0.80795 -0.89962
C 4.20148 1.05185 0.28267
C 3.06149 -0.02510 0.40174
C 2.75455 -0.47139 1.90408
N 1.35304 -0.24226 2.28126
C 0.78143 -1.30487 3.12391
C -0.71132 -1.67071 2.71531
C -1.04256 -1.29860 1.23413
C -0.24033 -2.13593 0.16326
C -0.96205 -1.90202 -1.23012
C -2.20802 -2.82359 -1.42775
C -1.87408 -4.27526 -1.94525
C -2.87094 -4.75678 -3.04879
C 1.12164 1.05354 2.79445
S 2.10685 2.37405 2.49793
S -0.37897 1.39560 3.82865
C -1.50330 2.18544 2.58762
C -1.31719 3.73516 2.41148
C -0.69104 4.14198 1.02944
As -1.53629 3.24382 -0.58605
C -2.60464 4.91229 -1.09300
C -2.33204 2.13583 -2.13772
Si 0.19259 3.86874 -2.04117
C 1.28609 2.31535 -2.41890
C 1.39169 5.20126 -1.36692
C -0.41650 4.50911 -3.75856
H 10.28758 0.01220 0.66433
H 9.41610 -0.86149 -0.70719
H 10.95899 -0.03025 -1.02312
H 9.78639 1.91531 -1.50430
H 9.13721 2.04718 0.15103
H 7.87227 0.06755 -1.88425
H 7.53422 1.89968 -2.05718
H 6.67300 1.90170 0.28303
H 6.86110 0.13261 0.46232
H 5.12203 1.69104 -1.58146
H 5.06221 -0.15000 -1.44158
H 4.71107 1.17126 1.27211
H 3.69337 2.03358 0.10478
H 2.09572 0.26791 -0.06582
H 3.42640 -0.93288 -0.16788
H 3.00451 -1.56301 1.93420
H 3.49455 0.00461 2.60259
H 0.75843 -1.05284 4.21725
H 1.34762 -2.26709 3.06905
H -1.37412 -1.10223 3.41495
H -0.90571 -2.76229 2.86363
H -2.12698 -1.56023 1.07770
H -0.97014 -0.20955 1.00478
H 0.79555 -1.71587 0.14667
H -0.28104 -3.20505 0.47754
H -0.22343 -1.96264 -2.06329
H -1.34564 -0.84839 -1.19993
H -2.89877 -2.31157 -2.14772
H -2.79333 -2.92305 -0.47919
H -0.84167 -4.25852 -2.37064
H -1.84176 -5.01696 -1.10533
H -3.92685 -4.70635 -2.68132
H -2.69607 -5.82963 -3.31260
H -2.79899 -4.17918 -3.99971
H -2.54303 2.01538 2.97111
H -1.40189 1.60534 1.64737
H -2.27938 4.27219 2.58468
H -0.59180 4.06323 3.20443
H -0.87052 5.24995 0.91360
H 0.42533 4.03812 1.05573
H -0.68046 1.94134 -0.22510
H -2.75621 2.77094 0.28910
H -3.19096 4.68334 -2.02332
H -3.37625 5.07993 -0.29557
H -1.96458 5.81085 -1.27343
H -1.68097 1.25042 -2.38279
H -3.30401 1.70705 -1.76967
H -2.57561 2.74164 -3.04235
H 0.99713 1.80767 -3.36898
H 2.36987 2.60113 -2.52813
H 1.20417 1.60731 -1.55352
H 0.90510 6.12896 -0.99201
H 2.10928 5.44415 -2.20214
H 2.03182 4.74291 -0.56826
H 0.48062 4.85741 -4.32989
H -1.10006 5.37874 -3.63269
H -0.87554 3.69027 -4.36727
C -8.76236 -6.94603 -1.40534
C -7.71016 -7.23860 -2.16955
C -6.36911 -6.68854 -1.86779
O -5.40403 -6.94464 -2.55804
C -6.24180 -5.80683 -0.68962
C -7.29104 -5.51295 0.07378
C -8.63256 -6.06018 -0.22409
O -9.59290 -5.79470 0.47193
H -9.75144 -7.33680 -1.60916
H -7.78514 -7.88322 -3.03632
H -5.25314 -5.41506 -0.48591
H -7.21243 -4.87060 0.93463
C -5.20154 -0.65497 3.10901
C -5.25380 -1.52056 2.09765
C -6.54492 -2.06176 1.61729
O -6.59200 -2.85395 0.69408
C -7.77501 -1.60560 2.29972
C -7.72264 -0.74073 3.31107
C -6.43274 -0.19899 3.79201
O -6.38776 0.59153 4.71351
H -4.26675 -0.24821 3.47440
H -4.36394 -1.86477 1.58491
H -8.70973 -2.01154 1.93338
H -8.60973 -0.39606 3.82218
C -12.89488 2.36428 4.85128
C -12.17411 1.84186 3.86028
C -10.69618 1.80713 3.92373
O -10.03684 1.33302 3.02087
C -10.04867 2.37210 5.12844
C -10.77004 2.89453 6.11952
C -12.24801 2.92972 6.05677
O -12.90662 3.40360 6.96002
H -13.97653 2.39954 4.82303
H -12.62972 1.42332 2.97173
H -8.96595 2.33631 5.15644
H -10.31420 3.31283 7.00782
C 11.39919 4.30793 -4.50005
C 11.25407 3.21613 -3.75022
C 12.31960 2.77603 -2.82218
O 12.18968 1.78030 -2.13977
C 13.55066 3.59478 -2.75737
C 13.69565 4.68629 -3.50716
C 12.63034 5.12652 -4.43527
O 12.76167 6.12209 -5.11719
H 10.63150 4.64502 -5.18482
H 10.36019 2.60586 -3.78423
H 14.31831 3.25769 -2.07244
H 14.58923 5.29659 -3.47339
C 2.83067 -4.84198 -0.73457
C 3.49068 -5.90895 -0.28557
C 4.96097 -6.01239 -0.41585
O 5.56325 -6.98569 -0.00857
C 5.67092 -4.88578 -1.06181
C 5.01136 -3.81877 -1.51095
C 3.54082 -3.71588 -1.38067
O 2.93891 -2.74506 -1.78633
H 1.75489 -4.74792 -0.64889
H 2.98826 -6.74165 0.19016
H 6.74615 -4.97896 -1.14729
H 5.51379 -2.98557 -1.98647